(1)
Density functional theory data (the ωB97M-V functional and the def2-TZVPD basis) for C24H25N6O2RuS as an isolated structure.

## Properties
2S+1: 6
Total charge: +2
Lowest unoccupied orbital energy (alpha / beta) (eV): -5.231 / -7.095
Orbital gap (alpha / beta) (eV): 7.34 / 6.47
⟨S²⟩: 8.831

```
59
C24H25N6O2RuS the ωB97M-V functional and the def2-TZVPD basis
H -4.6855 3.9169 -1.4598
C -0.3510 1.2242 4.4175
H -2.7689 -1.5711 -0.7156
C 4.5111 -0.3010 -0.2314
C 3.1630 -0.6419 -0.0743
H -0.6331 4.6463 -0.4010
O 0.7517 0.7239 2.3743
C 2.4459 1.5095 -0.5493
H 2.8767 -1.6499 0.2029
H 0.9117 4.4204 -1.4825
C 0.1543 -3.7250 0.1290
H -0.0388 2.2610 4.5071
H -2.8238 5.4732 -0.9407
H 5.2755 -1.0506 -0.0903
H -5.5064 1.5887 -1.6461
N 0.1817 -4.9782 0.5643
C 1.6740 3.7118 -1.2070
H 1.5058 -6.3975 -0.2325
C 3.7720 1.9297 -0.7494
H 5.8350 1.3100 -0.7147
H -1.8982 0.3305 5.5487
H -2.2747 0.8429 3.9882
H -2.1526 1.9402 5.2841
H -5.0477 -0.8618 -1.4119
C -1.0915 2.5530 -0.6783
C -2.6644 4.4041 -0.9487
N 0.1139 1.9375 -0.4838
H -0.0099 -5.1119 1.5442
N 2.1768 0.2211 -0.2316
O -1.4667 0.5222 2.4465
N -1.7731 1.0871 4.8783
H 1.7769 -4.6461 -2.2331
C -2.2023 1.6522 -0.8558
H 0.3348 -6.6278 -2.3763
N -1.9904 0.3203 -0.7136
C -3.4806 2.1481 -1.1654
H -1.0493 -5.7216 -1.7732
C 4.8103 0.9916 -0.5706
H -0.1237 -6.9792 0.1110
C 0.0360 -5.8192 -1.7121
H 3.1829 5.1232 -1.7568
C -1.3784 3.9163 -0.6747
C -3.6959 3.5471 -1.2256
H 0.2994 0.5976 5.0199
H 0.3644 -2.5165 -1.4455
C 1.3469 2.4361 -0.7285
C 4.0388 3.2620 -1.1560
S -0.2084 -2.4810 1.2661
H 0.3147 -4.1832 -3.1058
C 0.4453 -6.1413 -0.2860
Ru -0.0050 -0.1928 0.3350
H 5.0654 3.5699 -1.3048
C 2.9972 4.1200 -1.3998
C -4.2782 -0.1201 -1.2580
C 0.6952 -4.5214 -2.1441
C -0.3498 0.7836 2.9469
N 0.4010 -3.4799 -1.1546
C -4.5218 1.2207 -1.3863
C -2.9883 -0.5238 -0.8889
```

(2)
Density functional theory data (the ωB97M-V functional and the def2-TZVPD basis) for C24H25NO5PSSe2W as an isolated structure.

## Properties
2S+1: 1
Total charge: +1
Lowest unoccupied orbital energy (alpha / beta) (eV): -4.562 / -4.561
Orbital gap (alpha / beta) (eV): 7.46 / 7.46
ΔE to the lowest compared entry with this formula, charge and spin (kcal per mole): 23.06

```
60
C24H25NO5PSSe2W the ωB97M-V functional and the def2-TZVPD basis
C 5.4416 -2.6092 -0.5788
C 1.2177 -1.2455 5.1068
H 4.2814 1.4070 1.7301
H -0.3682 3.7465 0.2737
H 2.9813 3.0094 -2.0363
C 3.6477 -4.0052 1.0233
H 6.1469 -2.0624 -1.1905
C 2.4717 -0.7967 5.4948
O -1.0993 -1.5558 -0.8903
H 4.1413 -1.1995 2.5816
C -0.8615 -1.7312 0.4631
C -1.4959 2.0510 -0.2829
H -2.0809 -1.9822 -2.6146
C 3.7783 2.6424 -1.4046
C 5.8012 1.6590 0.2349
H 7.5662 1.4050 -2.4883
H 4.5009 -0.4463 4.8952
C 6.1068 2.0778 -1.0601
O -1.0512 0.8805 0.2898
H -3.1465 -1.7440 -1.2041
H 4.0222 -1.0069 -0.5287
S 1.8956 2.3296 0.5342
H 2.6364 -0.4688 6.5125
C -0.3502 3.0132 -0.5369
C 7.5148 2.0093 -1.5817
C 4.8435 -4.5913 0.6480
C 5.7378 -3.8954 -0.1562
H -1.7592 -1.3804 2.3952
C 3.5202 -0.7810 4.5841
C 3.5077 2.2149 -0.1133
H -0.5587 3.5386 -1.4669
C 3.3323 -2.7208 0.5711
H -2.1874 -3.2497 -1.3699
C 1.0047 -1.6699 3.8044
O 1.8055 3.2968 1.5756
H 0.0320 -2.0427 3.5115
C -2.2097 -2.1746 -1.5547
H 7.8767 3.0065 -1.8352
H 5.3062 2.9029 -2.8715
H 2.9637 -4.5496 1.6647
H 8.1918 1.5804 -0.8451
H -2.6808 -2.4420 1.3384
C 5.0824 2.5710 -1.8649
Se 1.6346 -0.5882 -1.9279
C 2.0506 -1.6471 2.8863
W 0.5467 -0.1307 -0.0087
O -2.6404 2.2364 -0.5221
H 6.5887 1.2815 0.8756
N 0.9090 2.2982 -0.6348
Se 0.0817 -3.4076 0.9110
P 1.7797 -2.0224 1.1474
H 5.0811 -5.5917 0.9839
C 4.5078 1.7257 0.7203
O 1.7323 0.8734 1.1683
H 0.4053 -1.2728 5.8208
C 3.3136 -1.2040 3.2808
H 6.6722 -4.3572 -0.4471
C -2.0612 -1.5400 1.3620
H -2.6509 -0.6840 1.0442
C 4.2371 -2.0202 -0.2172
```

(3)
Density functional theory data (the ωB97M-V functional and the def2-TZVPD basis) for C24H25ORu as an isolated structure.

## Properties
2S+1: 2
Total charge: 0
Lowest unoccupied orbital energy (alpha / beta) (eV): 0.164 / -0.194
Orbital gap (alpha / beta) (eV): 7.69 / 7.24
⟨S²⟩: 0.762

```
51
C24H25ORu the ωB97M-V functional and the def2-TZVPD basis
C -2.3524 -0.6553 1.2399
C -3.1170 1.4303 -2.5314
Ru -0.9163 0.5854 0.0282
H -0.3430 1.9842 -5.8099
H -3.1872 2.4353 0.0330
H 0.3564 2.3514 -3.4664
H -0.1360 -1.8034 -2.6570
H 2.0825 1.1378 -0.2058
C -2.0206 -1.3402 2.5588
H -4.0795 -1.8242 3.0615
C 2.9550 0.9867 -2.1733
H -3.5311 -0.2934 3.7520
H -1.2112 -0.7560 3.0052
H 2.4793 -0.6924 -3.4223
C -0.3151 1.1508 -5.1188
C 3.1669 0.1244 -3.2506
C -2.8262 0.6662 1.2316
C 4.9594 2.1921 -2.8177
C -2.4935 -0.6397 -1.2215
C 0.0739 1.3611 -3.8044
H -0.5957 -2.8125 1.8120
H -3.9183 2.1583 -2.4072
H -2.9734 -1.8110 4.4385
C 3.8811 2.0110 -1.9662
H -2.3469 -1.1486 -2.1627
C 0.5433 0.5631 -1.4855
C 5.1467 1.3361 -3.8935
C -3.2243 -1.3086 3.5040
H -0.9581 -0.2881 -6.5797
H -2.2260 1.9506 -2.8844
C -0.5960 -1.1834 -4.6593
H -2.9281 1.2061 2.1627
C -1.5226 -2.7705 2.3850
C -0.2110 -0.9671 -3.3447
H -2.2692 -3.3951 1.8886
H -1.7814 -2.3074 -0.0610
C -2.8464 0.7094 -1.2407
C -2.9289 1.3854 0.0157
H 5.9890 1.4708 -4.5600
H -0.8381 -2.1858 -4.9917
H -1.3213 -3.2071 3.3629
C 0.1328 0.3074 -2.8899
H 4.3928 -0.3856 -4.9272
H -3.4062 0.7224 -3.3076
C -0.6559 -0.1221 -5.5539
C 4.2488 0.2980 -4.0996
C -2.1352 -1.2898 -0.0218
H 5.6564 3.0013 -2.6390
H 3.7404 2.6768 -1.1223
O 0.2409 1.3161 1.0611
C 1.8222 0.8692 -1.2248
```

(4)
Density functional theory data (the ωB97M-V functional and the def2-TZVPD basis) for C24H26BCl3FN6O7SiTc as an isolated structure.

## Properties
2S+1: 4
Total charge: +1
Lowest unoccupied orbital energy (alpha / beta) (eV): -3.654 / -4.195
Orbital gap (alpha / beta) (eV): 7.57 / 7.13
⟨S²⟩: 3.781

```
70
C24H26BCl3FN6O7SiTc the ωB97M-V functional and the def2-TZVPD basis
C -2.2942 -6.0934 -2.1801
C -2.1997 -7.7857 2.4506
C 1.7122 3.3750 0.2430
C 2.4585 6.9687 0.2409
H -2.7711 -7.9664 -0.1626
F 3.6130 1.8922 0.2994
H 4.1300 3.7783 -0.8419
H -3.3606 -6.2104 -2.3640
H 2.8216 7.7427 0.9175
C -2.6340 4.6088 -0.6307
C 2.1607 5.6728 1.0187
Cl 0.0268 -3.6608 -4.0498
N 1.0738 -3.7492 -0.4867
H -1.9611 -5.1811 -2.6545
C -0.4983 2.3229 0.2860
C 0.1129 1.0564 0.2343
Tc -0.6962 -3.0948 -0.1746
H 3.6273 -5.2335 -1.7335
H -2.6237 5.6615 -0.3908
H -3.6544 1.3319 0.5814
Cl -2.9469 -2.6019 -3.3207
Cl -0.4289 -0.6344 -3.0181
N 2.4881 4.5467 0.1660
O -0.5001 -3.5122 1.9043
H -0.1489 4.4264 0.2240
O -4.1777 -0.9714 0.7357
H 1.5697 7.3390 -0.2686
O -0.9012 -4.9903 3.5240
C -0.6573 -0.1672 0.1719
C -3.8506 3.8189 -0.2591
O -2.5264 -2.3459 0.1747
H 3.8902 7.5330 -1.1705
H -4.6697 4.3204 0.2294
H 3.8992 -5.2678 0.2051
B 3.6037 -4.5880 -0.7295
C 2.1884 -4.0959 -0.5711
C 2.2753 2.0842 0.2540
C 4.5483 5.8054 -0.1918
H 4.8906 6.2502 0.7446
C -2.0184 -6.0604 -0.7299
H -2.5221 4.0292 1.5140
C -2.0649 -0.0144 0.3165
N -1.4543 -5.0879 -0.0186
C -2.5777 3.6306 0.5068
C 3.9345 4.4154 0.0234
H 1.9642 -0.0179 0.2193
C -2.5873 1.2427 0.4295
C 0.3212 3.4581 0.2536
H -1.4654 -6.5125 3.7358
H 4.4062 3.9533 0.8998
H -2.1344 4.3548 -1.5522
Si -1.0151 -2.6207 -2.6057
H 3.0549 6.1233 -1.5302
O -2.6836 -8.8488 2.1507
C -1.9790 -6.7807 1.3613
C -1.4325 -5.5250 1.2888
O -1.8408 -7.4451 3.6593
O -0.0235 -1.2388 -0.0061
N -2.3362 -7.0857 0.0781
H -4.1593 3.0309 -0.9278
C -3.0283 -1.2069 0.4257
H 1.1111 5.6421 1.3021
C 1.5020 0.9582 0.2239
H 2.7547 5.6381 1.9424
H 4.3418 -3.6539 -0.8017
H -1.7859 -6.9351 -2.6448
N -1.8717 2.3860 0.3668
C -0.9003 -4.6153 2.3550
N 3.4984 6.6703 -0.7790
H 5.4024 5.7310 -0.8635
```

Number 1: total energy -51734.623 eV. Number 2: total energy -189657.793 eV. Number 3: total energy -29921.011 eV. Number 4: total energy -99620.017 eV.